[1]
Computed, not measured: C25H25N3O5S3Ta as an isolated structure, with the ωB97M-V functional and the def2-TZVPD basis.

Cartesian coordinates (Å):
H  -0.005  -4.558  0.737
S  2.245  1.238  -0.277
C  -2.530  4.747  1.013
H  2.144  -0.090  -3.023
C  -2.029  -2.989  0.604
H  1.278  3.892  -0.638
O  0.018  -0.072  1.638
H  -1.825  -3.678  -0.218
H  3.004  -1.427  -4.895
H  1.170  5.395  3.374
H  2.432  1.369  2.632
H  0.808  5.733  0.949
H  -2.734  -3.497  1.275
H  -2.021  3.449  4.100
Ta  0.371  -0.184  -0.245
H  -1.779  -1.332  -1.711
C  0.702  -3.541  -3.646
C  0.317  -3.594  1.130
C  1.421  3.749  0.426
O  -1.764  -1.005  -0.804
C  1.874  2.527  0.908
C  0.051  -0.889  2.724
N  0.781  -1.510  -2.389
C  -0.898  -2.060  2.573
C  1.462  -3.097  0.259
C  -1.447  2.566  0.904
C  2.078  2.324  2.266
C  -1.060  2.060  -1.258
C  -1.975  3.702  0.284
C  0.292  -2.734  -2.608
H  -0.704  -2.770  3.379
N  -0.943  1.640  -0.019
C  1.365  4.588  2.679
H  -1.027  1.621  2.795
H  2.952  -4.658  -5.240
H  2.679  -3.364  -6.407
H  0.255  -4.520  -3.770
O  1.441  -1.767  0.049
H  -2.934  5.620  0.516
H  -3.592  -1.940  -0.478
C  -1.461  2.472  2.293
H  -2.905  -1.029  0.867
H  1.992  3.214  4.208
C  1.743  -1.078  -3.215
C  2.206  -3.959  -5.627
H  1.403  -4.546  -6.069
S  -1.796  3.594  -1.448
O  0.713  -0.663  3.690
H  -1.905  -1.661  2.715
S  -0.398  1.006  -2.428
H  0.759  -3.792  2.111
C  2.221  -1.833  -4.268
O  2.299  -3.827  -0.182
C  1.698  -3.097  -4.511
C  -2.011  3.510  3.020
C  -2.545  4.638  2.391
C  1.826  3.365  3.149
H  -2.969  5.437  2.986
C  1.160  4.778  1.319
C  -2.672  -1.729  0.065
N  -0.775  -2.646  1.252
H  -0.452  -3.098  -1.906

Atomic forces in eV per Å
-0.03 -0.02 -0.04
0.20 -0.20 0.09
-0.01 0.00 0.00
-0.02 0.01 0.01
0.07 0.03 0.01
0.02 0.00 0.01
-0.10 -0.27 0.38
0.01 0.00 0.01
-0.02 -0.01 0.02
0.00 -0.02 -0.02
-0.03 0.01 -0.02
0.00 -0.02 0.01
-0.01 0.02 -0.02
0.00 0.01 -0.02
-0.22 -0.06 -0.90
-0.18 0.10 -0.16
-0.02 -0.04 -0.01
-0.05 0.11 0.11
0.07 0.04 0.07
0.29 -0.22 0.42
-0.08 0.09 -0.09
0.17 0.17 -0.10
0.09 0.19 0.29
-0.06 0.01 -0.09
0.13 0.26 -0.20
-0.02 -0.10 0.00
0.06 -0.02 -0.01
-0.03 0.05 -0.04
-0.05 0.05 -0.03
-0.02 -0.02 0.04
0.01 -0.03 0.03
0.13 -0.06 0.16
-0.01 0.00 0.00
-0.01 0.04 -0.01
-0.02 0.02 -0.01
-0.01 0.00 0.01
0.02 0.03 0.00
0.12 -0.50 0.45
0.01 -0.03 0.01
0.02 0.01 -0.04
-0.02 -0.04 0.05
0.00 0.02 -0.02
-0.01 0.01 -0.03
-0.01 0.01 0.02
0.00 0.00 0.04
0.00 0.01 0.01
-0.07 0.06 -0.04
-0.08 0.08 -0.16
-0.01 -0.01 0.01
-0.20 0.17 -0.08
0.01 -0.06 0.00
0.03 0.02 -0.01
-0.05 0.18 0.02
0.03 -0.04 -0.06
-0.04 0.04 -0.01
0.03 -0.01 0.01
-0.01 0.00 0.00
0.01 -0.03 -0.02
0.07 0.01 0.00
-0.05 0.10 -0.05
-0.04 -0.14 0.01
0.01 0.03 -0.01

For the frontier orbital gap, the calculation gives 7.370 eV. As for the LUMO energy: -3.753 eV. The value obtained for the energy relative to the best compared isomer or geometry (same formula, charge and spin) is 19.5 kcal per mole. The total charge is +1. The value obtained for the HOMO energy is -11.124 eV.

---

[2]
Computed, not measured: a 3-piece molecular cluster, C15H26N3O9S5 overall, with the ωB97M-V functional and the def2-TZVPD basis.

Cartesian coordinates (Å):
C  -3.861  -0.868  3.635
C  -0.616  0.052  -1.788
C  -0.361  0.304  -0.302
H  -3.080  -0.111  3.542
H  9.640  2.071  -1.524
H  -1.671  0.088  -2.058
O  -3.313  -2.138  3.230
H  3.382  4.580  -4.362
H  -5.974  -7.084  5.912
H  1.704  1.527  -1.351
H  -5.876  -1.225  2.922
H  -1.096  -0.287  0.247
C  8.057  3.295  -2.357
H  1.199  -1.410  -2.181
H  -0.595  1.643  -3.147
O  -4.467  -1.129  1.403
S  -3.432  -2.310  1.660
C  8.750  2.167  -2.125
C  7.150  1.552  -3.382
H  3.105  1.762  -3.211
C  1.507  3.146  -2.762
H  -4.878  -6.449  7.166
H  -5.257  0.405  2.543
H  -4.199  -0.939  4.663
H  2.723  3.200  -5.259
H  0.682  0.606  -3.354
H  1.406  4.120  -2.281
S  -6.128  -4.330  4.838
H  -3.472  -5.345  5.493
C  0.901  2.078  -1.844
C  2.969  2.847  -3.125
O  -0.469  1.653  0.121
H  0.921  3.195  -3.689
S  5.736  5.258  -3.126
N  8.173  1.078  -2.765
C  -4.285  -5.969  5.118
H  0.311  3.484  -0.311
H  -3.884  -6.865  4.654
O  -5.629  -3.007  5.008
O  -5.024  -5.230  4.132
C  -0.091  2.619  -0.835
H  6.461  0.987  -3.986
O  -7.372  -4.553  4.200
H  8.233  4.299  -2.014
H  3.613  3.224  -2.329
C  -5.317  -6.261  6.191
N  0.107  1.083  -2.659
O  -2.200  -1.947  1.038
N  6.998  2.923  -3.179
O  -4.027  -3.561  1.373
S  5.041  2.991  -4.959
C  5.993  3.747  -3.654
H  -0.986  2.962  -1.383
O  -6.091  -5.050  6.257
H  0.624  -0.101  -0.041
S  -0.123  -1.628  -2.221
C  -4.994  -0.642  2.657
C  3.384  3.492  -4.441

Atomic forces in eV per Å
0.08 0.22 0.01
0.14 -0.42 0.08
0.07 -0.02 0.09
-0.03 0.01 -0.01
-0.04 -0.09 -0.07
0.00 0.23 0.17
-0.04 -0.05 -0.06
-0.11 -0.02 -0.06
0.01 0.00 -0.02
-0.12 -0.07 0.06
0.03 -0.03 0.01
0.07 0.07 -0.01
0.10 0.21 0.16
0.08 0.01 0.24
0.03 -0.14 -0.23
0.15 0.11 -0.01
-0.30 0.04 0.21
0.33 -0.15 0.23
-0.14 -0.11 -0.14
0.10 0.05 0.06
-0.10 -0.21 -0.24
-0.04 0.12 0.05
0.06 0.00 -0.13
0.01 -0.21 -0.01
0.05 -0.01 -0.02
-0.04 0.00 -0.07
0.06 0.01 -0.05
0.11 -0.20 0.02
-0.01 -0.01 0.01
0.26 0.39 0.05
-0.24 0.01 -0.16
-0.20 -0.01 -0.12
-0.07 0.11 0.08
-0.01 -0.02 0.13
0.10 0.00 0.06
0.14 0.06 0.14
0.11 -0.09 0.04
-0.07 0.02 -0.11
-0.09 0.17 0.01
-0.10 -0.09 -0.02
-0.20 -0.08 0.00
-0.02 0.03 0.01
-0.01 0.11 -0.07
-0.22 0.02 -0.15
0.07 -0.22 0.03
-0.03 -0.19 -0.08
-0.08 0.10 0.33
0.08 0.02 -0.17
-0.06 0.19 -0.20
0.14 -0.07 -0.02
-0.04 -0.16 0.15
0.00 -0.09 -0.09
0.06 0.11 0.02
0.09 0.09 0.03
0.03 0.08 -0.06
-0.11 -0.04 -0.37
-0.19 -0.09 0.18
0.10 0.32 0.09

For the frontier orbital gap, the calculation gives 8.312 eV. As for the LUMO energy: -2.993 eV. The value obtained for the energy relative to the best compared isomer or geometry (same formula, charge and spin) is 0.0 kcal per mole. The total charge is +1. The value obtained for the HOMO energy is -11.305 eV.

---

[3]
Computed, not measured: a 2-piece molecular cluster, C3H6N overall at a distorted geometry, with the ωB97M-V functional and the def2-TZVPD basis.

Cartesian coordinates (Å):
H  -1.411  -1.713  -0.474
N  0.285  2.660  -0.825
C  0.419  -1.877  0.723
C  -0.462  -1.295  -0.091
H  -0.315  -0.136  -0.282
C  -0.286  2.044  -0.057
H  0.590  -2.879  1.048
H  0.622  2.937  -1.783
H  1.250  -1.315  1.002
H  -0.692  1.574  0.739

Atomic forces in eV per Å
0.84 0.17 0.15
-0.28 -0.42 -1.61
-0.40 0.34 -1.22
-0.44 1.47 0.45
-0.25 -2.62 0.04
1.93 2.10 -2.17
-0.99 -0.80 -0.13
-0.22 -0.06 1.47
1.27 1.24 0.58
-1.46 -1.41 2.44

For the frontier orbital gap, the calculation gives 8.034 eV. As for the LUMO energy: -5.992 eV. The value obtained for the energy relative to the best compared isomer or geometry (same formula, charge and spin) is 65.5 kcal per mole. The total charge is +1. The value obtained for the HOMO energy is -14.027 eV.

---

[4]
Computed, not measured: C25H24BrFN4O4 in the gas phase at a distorted geometry, with the ωB97M-V functional and the def2-TZVPD basis.

Cartesian coordinates (Å):
C  3.342  -2.647  -2.445
H  -0.576  4.441  0.274
H  6.585  -1.563  1.816
C  -2.516  3.214  1.562
H  -1.155  -1.209  -1.609
C  4.463  -0.620  -3.133
Br  -5.947  0.949  2.080
H  6.281  -0.172  -2.112
H  -2.947  -2.074  -0.344
N  -0.277  1.892  -0.576
F  2.414  -1.259  -4.103
C  2.365  0.652  -0.468
N  -2.725  -1.450  0.411
H  4.448  -2.565  1.742
H  -1.718  3.577  2.193
O  -0.443  3.062  -2.504
C  6.389  -2.162  -0.262
H  6.441  -3.213  0.023
C  -3.555  2.502  2.134
H  4.490  0.249  -3.772
C  -2.479  3.444  0.192
C  -1.283  4.067  -0.467
N  4.586  -1.638  1.342
C  5.941  -1.331  0.964
H  0.231  0.783  -2.226
C  -3.522  2.970  -0.598
H  7.384  -1.830  -0.561
O  1.045  -3.722  1.051
C  4.347  -2.875  -1.523
C  -4.562  2.251  -0.043
C  1.111  -1.273  0.126
C  3.481  0.135  0.127
C  -0.030  0.594  -1.176
H  -3.503  3.149  -1.664
H  4.388  0.717  0.125
H  -5.360  1.869  -0.661
C  -1.864  -0.423  0.279
H  4.305  -3.758  -0.902
N  2.092  -3.132  1.257
C  1.150  -0.050  -0.490
C  -1.320  -0.243  -1.132
H  0.211  -1.865  0.165
H  2.408  1.625  -0.934
H  6.039  -0.269  0.741
C  -4.558  2.010  1.320
C  -0.622  2.971  -1.310
H  2.514  -3.328  -2.553
H  -2.085  0.290  -1.705
H  -0.587  1.826  0.388
C  5.401  -1.981  -1.377
C  2.244  -1.828  0.740
O  -1.592  0.307  1.211
O  3.024  -3.651  1.874
C  3.408  -1.509  -3.226
C  5.456  -0.864  -2.204
H  -1.570  4.880  -1.135
H  -3.568  2.309  3.195
C  3.482  -1.134  0.745
H  -3.145  -1.620  1.311

Atomic forces in eV per Å
-0.10 0.14 -0.17
0.00 0.03 0.01
-0.01 0.14 -0.04
-0.08 0.14 -0.20
-0.07 -0.07 -0.02
-0.17 -0.04 -0.13
0.12 0.11 -0.06
0.10 0.11 0.02
0.06 0.06 -0.01
0.18 -0.15 0.21
0.04 -0.01 0.01
0.03 -0.28 0.10
-0.31 -0.41 0.17
-0.05 0.40 -0.14
0.12 0.04 0.05
-0.06 0.05 -0.54
-0.13 0.28 0.16
0.07 -0.02 0.01
-0.20 -0.09 0.01
-0.03 0.10 -0.09
-0.15 0.12 0.27
0.01 -0.06 -0.30
0.19 -0.50 0.48
0.28 -0.05 -0.25
-0.10 -0.06 0.22
0.06 0.03 0.09
0.09 -0.06 -0.01
-0.05 -0.16 0.10
0.17 0.09 -0.18
-0.06 -0.09 0.02
0.01 0.16 -0.09
-0.03 0.10 -0.01
-0.16 -0.08 -0.10
0.00 0.02 -0.15
0.10 0.02 -0.01
-0.06 -0.02 -0.03
-0.08 -0.08 -0.43
-0.02 -0.09 0.11
-0.16 -0.69 0.10
0.06 -0.21 0.06
0.32 0.32 0.02
-0.03 -0.02 -0.03
0.05 0.15 -0.04
0.08 -0.04 0.08
-0.12 -0.09 0.18
0.10 0.38 0.44
-0.12 -0.06 -0.03
0.01 -0.05 -0.02
-0.06 0.06 -0.16
0.18 -0.17 -0.11
0.10 1.18 -0.43
0.19 0.06 0.29
0.05 -0.17 0.14
0.10 -0.02 0.13
-0.03 -0.23 -0.02
0.10 -0.05 0.02
-0.01 -0.04 0.07
-0.54 -0.20 0.23
0.01 0.07 -0.03

For the frontier orbital gap, the calculation gives 7.702 eV. As for the LUMO energy: -0.405 eV. The value obtained for the energy relative to the best compared isomer or geometry (same formula, charge and spin) is 5.4 kcal per mole. The total charge is 0. The value obtained for the HOMO energy is -8.107 eV. The SMILES is NC(=O)C[C@@H](NC(=O)Cc1ccc(Br)cc1)c1ccc(NCCc2ccc(F)cc2)c([N+](=O)[O-])c1.

---

[5]
Computed, not measured: a 3-piece molecular cluster, C9H20Br4FN2 overall, with the ωB97M-V functional and the def2-TZVPD basis.

Cartesian coordinates (Å):
C  0.572  -1.289  -2.814
Br  2.235  1.693  -6.169
H  0.687  -0.593  1.630
H  -0.256  3.382  -3.791
C  1.161  3.106  -5.375
H  1.041  -2.205  -3.156
C  -3.646  -0.739  2.812
H  -1.201  0.267  1.094
H  2.961  -1.258  4.678
H  -2.019  -1.681  1.845
C  2.010  -0.102  3.089
C  0.192  2.569  -4.356
C  2.786  -1.331  3.604
Br  0.427  -2.635  -0.281
H  -1.725  -1.287  3.550
H  0.044  -0.816  -3.640
H  0.663  3.613  -6.194
Br  2.023  -0.076  -2.348
C  -1.397  0.380  2.216
N  -0.215  0.687  2.907
H  2.596  0.375  2.292
H  3.752  -1.438  3.111
H  -3.995  0.183  2.344
H  0.664  1.869  -3.675
Br  -1.288  1.618  -5.189
F  -3.991  -0.645  4.168
H  1.889  0.631  3.882
H  -2.065  1.237  2.347
C  -0.359  -1.518  -1.655
H  -0.638  -0.593  -1.156
H  1.865  3.783  -4.897
C  -2.152  -0.919  2.617
H  -1.257  -2.033  -1.990
H  2.182  -2.219  3.433
N  0.669  -0.433  2.646
H  -4.216  -1.581  2.419

Atomic forces in eV per Å
0.00 0.08 -0.04
-0.02 0.03 -0.05
0.06 0.07 -0.07
-0.01 0.02 -0.02
0.05 -0.07 0.01
0.00 -0.03 0.00
0.23 -0.07 -0.15
-0.16 0.08 -0.19
0.05 -0.05 0.08
0.15 -0.15 0.05
0.15 -0.18 -0.07
-0.08 0.02 -0.02
-0.16 0.24 0.01
0.03 -0.11 -0.06
0.08 -0.08 -0.02
-0.01 0.01 0.01
-0.02 0.03 0.00
0.06 -0.07 0.04
0.32 0.20 0.24
0.06 -0.06 -0.09
0.03 0.18 -0.01
0.09 -0.10 -0.03
-0.10 0.07 -0.09
0.02 0.02 0.03
0.03 -0.02 0.01
-0.07 0.08 0.23
-0.04 0.09 0.04
-0.15 0.04 -0.09
-0.01 -0.01 0.09
-0.04 0.03 0.03
0.01 -0.01 0.03
-0.30 0.05 -0.03
0.00 -0.01 -0.04
0.03 -0.12 -0.08
-0.16 -0.11 0.26
-0.12 -0.07 -0.02

For the frontier orbital gap, the calculation gives 3.127 eV. As for the LUMO energy: 2.121 eV. The total charge is -1. The value obtained for the HOMO energy is -1.007 eV.

---

[6]
Computed, not measured: a 6-piece molecular cluster, C12H38N4O6 overall at a distorted geometry, with the ωB97M-V functional and the def2-TZVPD basis.

Cartesian coordinates (Å):
H  1.129  13.182  18.756
N  1.207  13.070  9.199
H  2.772  6.446  14.091
C  0.600  13.203  17.809
O  6.236  17.267  12.931
H  6.404  14.122  10.973
H  4.023  13.049  13.961
H  7.649  11.137  7.595
H  3.682  11.351  9.163
O  7.473  9.746  9.051
H  0.513  12.346  9.309
C  2.316  7.415  13.907
N  8.472  17.017  13.289
H  8.704  17.941  12.978
C  7.048  10.554  11.175
H  7.794  9.272  12.863
O  3.314  11.159  13.415
H  2.625  12.370  14.907
H  8.268  9.552  7.195
C  3.508  13.806  9.536
C  3.564  12.161  14.390
H  3.306  10.983  10.821
H  4.047  11.166  12.782
C  7.420  9.222  11.839
H  5.591  15.584  10.387
H  6.533  8.582  11.857
H  2.081  10.687  9.703
H  3.060  14.807  9.543
C  2.402  12.849  10.005
O  3.251  8.404  14.315
H  6.513  9.780  7.165
C  2.881  11.401  9.904
H  2.188  7.486  12.818
H  8.199  8.705  11.280
H  -1.054  12.761  16.927
C  7.190  16.543  13.168
H  1.514  13.104  8.233
H  1.315  7.549  14.320
H  6.090  14.310  9.241
H  6.189  14.804  13.660
H  0.687  14.220  17.404
H  1.217  12.680  17.063
H  6.171  11.376  9.466
H  2.215  13.097  11.054
N  7.083  15.185  13.409
H  7.940  14.793  13.740
N  6.185  11.293  12.096
H  8.007  11.083  11.070
O  4.522  13.749  10.510
O  -0.702  12.666  17.816
H  9.217  16.383  13.490
H  2.890  9.273  14.084
H  6.011  12.214  11.695
H  5.548  9.756  9.798
C  6.450  10.375  9.821
H  3.841  13.552  8.522
C  7.435  10.062  7.681
H  4.124  11.721  15.223
C  5.695  14.507  10.242
H  6.715  11.471  12.942

Atomic forces in eV per Å
-0.55 -0.29 0.30
0.42 0.93 -0.19
-0.31 -0.08 0.38
1.09 0.28 -1.75
0.45 -0.46 -0.15
0.30 0.34 -0.07
-0.03 0.12 0.14
-0.37 0.00 -0.39
-0.27 -0.35 -0.25
-0.48 0.00 -0.09
0.09 -0.16 -0.01
0.44 0.58 -1.11
-0.02 -0.26 -0.07
-0.21 0.03 -0.02
1.20 -0.61 1.90
-0.14 0.53 0.02
-0.25 0.35 -0.18
-0.21 0.47 -0.56
-0.09 -0.15 0.11
-1.13 0.40 0.86
-0.40 -1.06 0.77
0.18 0.45 0.09
0.28 -0.22 0.13
-0.28 -0.60 -0.38
-0.30 0.03 0.03
0.04 -0.05 0.07
-0.11 0.23 -0.46
0.15 0.10 -0.31
0.16 -0.59 0.03
-0.42 -0.11 0.31
-0.13 0.10 0.20
0.62 -0.50 0.55
-0.06 -0.15 -0.03
-0.11 0.05 -0.20
-0.05 -0.02 0.01
-0.92 0.64 0.34
-0.45 -0.16 -0.10
0.13 -0.26 0.48
-0.09 -0.01 -0.11
0.03 0.04 0.10
-0.60 0.26 0.48
0.12 -0.44 0.39
0.13 -0.06 -0.44
-0.20 0.04 -0.08
0.59 0.71 -0.46
-0.22 -0.78 0.34
-0.49 0.59 -0.26
-0.13 0.15 -0.46
0.46 -0.06 -0.29
-0.01 0.21 0.57
0.29 0.05 -0.07
0.34 0.04 -0.07
-0.23 -0.07 0.04
-0.07 -0.02 0.26
0.30 -0.07 -0.45
0.25 -0.05 0.05
0.67 0.45 0.03
0.70 0.27 -0.27
-0.02 -0.61 0.18
-0.10 -0.16 0.09

For the frontier orbital gap, the calculation gives 9.528 eV. As for the LUMO energy: 0.274 eV. The value obtained for the energy relative to the best compared isomer or geometry (same formula, charge and spin) is 13.5 kcal per mole. The total charge is 0. The value obtained for the HOMO energy is -9.254 eV. The SMILES is COC[C@H](C)N.COC[C@H](C)N.NC(N)=O.CO.CO.CO.

---

Which value of total charge does entry 2 give?
+1